[1]
{
  "formula": "C10H22AlBILaO5",
  "method": "ωB97M-V/def2-TZVPD",
  "orbital_gap_ev": 2.28,
  "total_charge": 2,
  "fmax_ev_per_a": 1.65,
  "species": ["C", "C", "C", "C", "C", "C", "O", "B", "O", "O", "O", "Al", "O", "C", "C", "I", "C", "C", "H", "H", "H", "H", "H", "H", "H", "H", "H", "H", "H", "H", "H", "H", "H", "H", "H", "H", "H", "H", "H", "H", "La"],
  "positions_angstrom": [[4.245, -2.320, 0.128], [2.719, -2.385, 0.165], [2.107, -1.129, -0.462], [0.554, -1.037, -0.453], [-0.097, -1.942, 0.596], [0.050, 0.406, -0.299], [-0.247, 0.741, 1.028], [0.596, 1.544, 1.781], [1.401, 1.049, 2.751], [0.571, 2.926, 1.585], [1.074, 1.366, -0.725], [0.207, 2.609, -1.420], [-1.381, 2.228, -1.084], [-1.229, 0.750, -1.169], [-2.631, 0.195, -0.934], [-2.804, -1.802, -1.690], [-3.187, 0.376, 0.473], [-4.680, 0.035, 0.603], [4.611, -1.337, 0.446], [4.640, -2.529, -0.870], [4.691, -3.044, 0.814], [2.394, -3.271, -0.388], [2.407, -2.489, 1.207], [2.547, -0.249, 0.014], [2.437, -1.113, -1.508], [0.204, -1.361, -1.439], [-0.008, -2.987, 0.296], [0.381, -1.834, 1.572], [-1.157, -1.730, 0.727], [1.254, 0.125, 2.960], [1.402, 3.308, 1.881], [0.647, 4.197, -0.759], [0.511, 3.051, -3.096], [-0.951, 0.486, -2.204], [-3.247, 0.754, -1.642], [-3.043, 1.439, 0.702], [-2.580, -0.172, 1.195], [-5.048, -0.532, -0.255], [-5.289, 0.937, 0.683], [-4.869, -0.569, 1.491], [0.796, 5.312, -2.703]],
  "mulliken_charge": [-1.4059, -0.2197, -0.9894, 0.7538, -1.7335, 1.0309, -0.5692, 0.7542, -0.5427, -0.5955, -0.6275, 0.7173, -0.3225, -0.4839, -1.0939, 0.1831, 0.1001, -1.2478, 0.3298, 0.3356, 0.3950, 0.3174, 0.3684, 0.3330, 0.2468, 0.5624, 0.4020, 0.2755, 0.3679, 0.2964, 0.3152, -0.2646, -0.2903, 0.5427, 0.5553, 0.2529, 0.0732, 0.3486, 0.3139, 0.3410, 1.8738]
}


[2]
{
  "formula": "C3H3O2Rb",
  "method": "ωB97M-V/def2-TZVPD",
  "s_squared": 0.75,
  "orbital_gap_ev": [2.79, 4.54],
  "total_charge": -1,
  "de_lowest_kcal_mol": 2.4,
  "fmax_ev_per_a": 1.30,
  "spin_multiplicity": 2,
  "species": ["C", "C", "O", "C", "Rb", "H", "H", "O", "H"],
  "positions_angstrom": [[-0.789, -1.590, -0.246], [-1.563, -0.537, -0.475], [-1.121, 0.787, -0.044], [-0.321, 1.473, -0.851], [1.879, -0.887, 1.005], [-1.167, -2.460, -0.808], [-2.455, -0.433, -1.111], [1.658, 1.300, -0.441], [2.099, 1.732, -1.171]],
  "mulliken_spin": [-0.0521, 0.0852, 0.0885, 0.8599, 0.0145, 0.0064, -0.0273, 0.0265, -0.0015]
}


Computed electronic energy (a.u.) in order:
-1366.458603, -290.454715